(1)
Formula: C21H23NO6
Source: the OMol25 dataset
Level of theory: ωB97M-V with the def2-TZVPD basis set

## Properties
LUMO energy: 0.00 eV
DFT total energy: -35921.0684 eV
SMILES string: CCOC(=O)[C@@H]([C@H](/C=C/c1ccc(OC)cc1)c1ccc(OC)cc1)[N+](=O)[O-]
frontier orbital gap: 7.98 eV

```
! wB97M-V def2-TZVPD RIJCOSX def2/J DEFGRID3
* xyz 0 1
O 4.92733 4.02539 -0.83673
O 0.41354 -2.42207 1.70743
C 3.32710 0.84881 -0.13045
C 1.48024 -1.19695 3.63083
C 3.92406 3.11819 -0.71887
C -1.45090 -0.74695 0.04446
C -1.56383 -1.06251 1.50486
H 3.61853 -0.16614 0.14243
H 5.56068 5.90881 -1.13130
C 1.94527 1.14769 -0.25293
C -4.44230 1.31078 -1.29398
H 1.87666 0.79070 4.34451
H -2.00412 -0.23099 2.07875
C -0.26601 -1.50524 2.15492
C -3.76841 -1.35957 -0.79766
H -5.81195 -1.83072 -1.30705
C 4.29491 1.80191 -0.34826
C 1.95333 -0.24137 4.68421
H 4.14565 5.47891 -2.14976
C -3.18346 0.97386 -0.79415
C -0.37876 0.28163 -0.25161
O -2.29550 -3.33900 1.18364
H -8.19534 1.79454 -2.24692
H 5.35627 1.58460 -0.23196
H -6.62947 2.23455 -3.00023
H 1.45255 -2.22793 3.99929
C -2.82685 -0.35140 -0.52850
N -2.56676 -2.27696 1.76333
C 0.94716 0.13229 0.01704
C 1.59295 2.45403 -0.66505
O -3.53911 -2.08834 2.50838
H 0.54084 2.70981 -0.79044
H -1.14615 -1.68224 -0.44888
C -5.41913 0.29365 -1.44225
H 3.92152 5.82577 -0.39936
H 3.00025 -0.43507 4.90683
H -4.67820 2.34654 -1.55655
C 2.55346 3.42692 -0.90753
O -6.71750 0.52907 -1.77163
O 0.13704 -0.79647 3.22631
H -2.47730 1.78568 -0.62327
C 4.59864 5.39607 -1.15122
H -3.48136 -2.40454 -0.69026
H 1.33712 -0.82546 0.36573
H 2.13543 -1.16397 2.75519
H 1.39017 -0.36873 5.60731
H -6.91705 2.56952 -1.25472
C -5.05931 -1.05173 -1.18451
C -7.12236 1.87960 -2.08484
H -0.66998 1.10066 -0.91968
H 2.26227 4.42893 -1.22213
*
```



(2)
Formula: C21H23NO6S
Source: the OMol25 dataset
Level of theory: ωB97M-V with the def2-TZVPD basis set

## Properties
LUMO energy: 0.31 eV
DFT total energy: -46760.3854 eV
SMILES string: Cc1ccc(C(=O)OCc2ccc3c(c2)OCO3)cc1S(=O)(=O)N1CCCCC1
frontier orbital gap: 8.63 eV

```
! wB97M-V def2-TZVPD RIJCOSX def2/J DEFGRID3
* xyz 0 1
C -1.59950 -0.06333 0.37674
H 0.30336 5.30089 -2.25820
H 0.98990 5.49016 -0.62696
H 1.81972 1.30141 4.98986
O -1.82912 -5.72026 -3.18758
C -2.38475 -4.69641 -2.47043
C -1.85251 -3.35893 -0.52642
H 4.61864 1.41911 1.96951
C 0.19024 1.62793 0.42604
O 3.33903 3.29194 -0.30242
H -4.82538 -2.48939 -1.91159
O -1.08038 -0.74426 1.22968
H 0.98095 0.82969 3.50716
H 1.87581 4.58559 -1.82960
H 1.69339 3.20358 3.31784
C 0.20882 3.55964 -1.01812
H -1.19445 -3.09833 0.28569
C 0.87272 4.81267 -1.47149
C 3.19085 -0.18888 2.18830
O -2.77220 -0.34688 -0.19730
H 3.90599 0.26247 4.16825
C 0.78307 2.78759 -0.01129
C 1.94746 1.12132 3.92162
N 2.66354 2.15817 1.84488
C 3.63792 1.13182 1.56230
C -0.99085 3.11850 -1.57396
H 0.64798 1.04329 1.20683
H 3.95558 -0.94697 2.01423
C 2.43133 2.40473 3.24755
H -2.52547 1.62307 -1.58515
C -3.06522 -2.68828 -0.72280
C -1.59804 1.95371 -1.14453
H 2.26528 -0.52528 1.71811
O -0.42837 -5.15848 -1.44668
H 3.72547 1.05797 0.47853
H 2.59934 -0.92727 4.12977
H -1.45190 3.70243 -2.35705
H -4.22646 -4.30865 -3.48771
C -3.42751 -1.55702 0.20306
H -4.49572 -1.33680 0.15671
C -1.00987 1.19633 -0.13521
S 2.33736 3.32588 0.72744
C 2.96043 0.00202 3.68652
H 3.35865 2.74713 3.73028
C -3.89846 -3.02534 -1.77762
O 2.08817 4.57040 1.40127
C -1.53610 -4.35572 -1.41421
C -0.60179 -6.01521 -2.55448
C -3.57558 -4.04333 -2.67205
H -3.13069 -1.79051 1.23092
H 0.22524 -5.86895 -3.26775
H -0.60558 -7.06311 -2.21412
*
```



(3)
Formula: C21H24BaBrN4O5S
Source: the OMol25 dataset
Level of theory: ωB97M-V with the def2-TZVPD basis set

## Properties
LUMO energy: 2.46 eV
DFT total energy: -119942.7909 eV
frontier orbital gap: 7.26 eV

```
! wB97M-V def2-TZVPD RIJCOSX def2/J DEFGRID3
* xyz -1 1
C 3.28338 -1.41111 0.37572
O 3.43673 2.57954 2.46242
N -1.38497 -3.12220 -2.68339
H 0.25833 -1.54641 -4.27609
C 5.44292 -1.05752 1.37476
C -4.03837 0.99118 -0.41621
H -2.30823 -3.47510 -2.50557
H -1.37931 -1.60808 -4.93134
C 0.34507 3.83142 2.58515
H 5.38939 -0.86122 3.52638
H -0.01027 3.59551 1.58191
C -6.70855 0.97205 -1.21125
C 3.11399 -1.51803 -2.18537
H 0.97336 4.72137 2.53486
O -2.37356 0.89145 1.25088
Br -6.34997 2.85995 -3.30995
O -1.69877 1.05662 -0.86957
H -3.71508 2.36516 -2.02486
H -7.74196 0.97463 -1.52971
H -1.41735 -4.08880 -4.49647
H 2.93091 -1.14122 3.60434
H 0.88588 3.32500 5.18617
H 3.70409 -0.60281 -2.23231
C 4.83247 -1.02800 2.61543
H 2.47661 3.70082 4.46936
C -4.44524 1.77437 -1.48907
H 5.13278 -1.27379 -0.72592
C 3.45810 -1.18685 2.65715
C 1.68332 2.95944 4.53261
C -2.58649 0.98636 0.00896
H -0.64314 1.78927 3.34246
H 3.77132 -2.36255 -2.41323
C -0.71639 -2.73018 -1.55924
O 0.27199 1.50247 3.23546
H 6.51287 -0.92298 1.27855
C 2.28139 2.30579 2.13961
N 1.26354 -2.10826 -0.67304
H 2.10317 2.05121 4.96431
C -4.95862 0.19296 0.24929
N 0.56367 -2.44089 -1.78023
C -0.74472 -3.42518 -3.94811
N 2.70407 -1.37526 1.58298
C -6.28474 0.17574 -0.15599
C -0.46364 -2.18242 -4.78469
S -1.66958 -2.66837 -0.12700
C 2.46690 -1.67974 -0.83722
C -5.77681 1.76493 -1.85946
Ba 0.11730 -0.02057 0.84191
H 2.33826 -1.48857 -2.94533
H 0.18655 -3.96691 -3.76587
H -4.61690 -0.41532 1.07524
O 1.87790 1.79251 1.05197
C 4.66711 -1.25138 0.24725
H -6.99933 -0.46088 0.35048
C 1.13682 2.66089 3.14834
H -0.51293 4.05894 3.22646
H -0.06525 -2.45897 -5.76394
*
```



(4)
Formula: C21H24CuGeN4
Source: the OMol25 dataset
Level of theory: ωB97M-V with the def2-TZVPD basis set

## Properties
LUMO energy (alpha / beta): -1.58 / -1.69 eV
DFT total energy: -129278.2212 eV
frontier orbital gap (alpha / beta): 5.20 / 5.26 eV

```
! wB97M-V def2-TZVPD RIJCOSX def2/J DEFGRID3
* xyz 0 2
H 1.94860 0.68858 2.38385
C -0.07398 3.02296 1.51382
H -1.26997 -3.91437 2.47556
H -0.07268 -4.57677 3.56498
C -2.64469 3.35226 -1.63405
H -3.95234 1.94485 -4.47136
C 1.53987 -2.53892 -3.64745
H -2.92012 -0.00022 -3.56354
C -1.73786 1.06791 -2.02703
H 2.99044 -2.07987 -2.14356
C -2.67745 0.96016 -3.07297
C 2.21408 2.74059 2.96433
H -1.27629 -0.60944 -4.08259
H 2.15997 4.90049 3.08004
N -1.08598 3.22614 0.63515
H 2.69997 -1.05462 3.12144
H -4.01083 4.10563 -3.08309
C 1.60671 1.70786 2.28207
Cu -0.45083 0.39710 0.50390
C 1.82429 -1.48973 3.53564
C -0.47931 -3.64460 3.18733
C 1.64507 3.98614 2.83546
C 1.54840 -3.47149 0.59290
C -1.91073 2.23403 -1.23564
H 2.07670 -3.34803 -4.12262
C 0.01221 -0.58579 -2.36486
C -3.39387 2.07474 -3.54175
Ge 0.75777 -2.46468 2.20178
H -0.10052 5.11365 2.12247
H -1.31557 -1.11773 2.47068
H 3.11906 2.59975 3.49418
H -0.98966 -3.09667 4.02960
C -0.31792 -0.95626 -3.67541
H 1.25778 -0.73159 4.10402
H 2.24532 -4.28442 0.82803
C -0.66128 -1.24997 1.57698
H 2.14002 -2.72586 -0.00952
N -1.33972 2.13130 0.01815
N -0.78491 0.22070 -1.56702
C -3.37533 3.24706 -2.81220
H -2.56011 4.24927 -0.97647
C 0.44008 4.15084 2.18895
C 0.41864 -1.96273 -4.25792
N 0.50181 1.83137 1.52611
H 2.24046 -2.21955 4.25089
H -1.23901 -1.90988 0.92523
H 0.16462 -2.28499 -5.25598
C 1.97199 -1.90970 -2.48071
H 1.31078 -0.79646 -0.66528
H 0.67920 -3.81863 -0.00222
C 1.12713 -1.11042 -1.72031
*
```